Here is a molecular structure, C9H12N in a non-equilibrium geometry from the Open Molecules 2025 dataset. Energies are from ωB97M-V/def2-TZVPD.

```
22
C9H12N, DFT ωB97M-V/def2-TZVPD
C -2.51876 1.33999 0.85570
C -1.35231 -0.40109 0.92305
C -0.30016 -0.14095 0.02544
C -1.12927 -0.76186 -0.97991
C -3.46780 -0.70681 -0.30046
C -3.31681 0.70242 0.22260
C 2.01255 -0.62156 1.10285
C 1.89064 0.76857 -0.95915
C 1.12660 0.33260 0.26954
N -2.09768 -1.05551 -0.18403
H -1.89188 2.10209 1.21745
H -1.37963 -0.63296 1.99438
H -0.97832 -1.04335 -2.09798
H -4.08303 -1.19826 0.43113
H -3.90112 -0.69888 -1.29358
H 2.15344 -1.62452 0.60416
H 3.04102 -0.20355 1.46436
H 1.65971 -0.96630 2.06832
H 2.89345 0.81219 -0.60352
H 1.72734 -0.10652 -1.54330
H 1.59994 1.71727 -1.40316
H 1.12370 1.32759 0.80307
```

- Net charge: +1
- Energy above the lowest of the compared OMol25 structures with the same formula, charge and spin: 568.1 kJ/mol
- E_LUMO: -5.56 eV